(1)
Density functional theory data (wB97M-V/def2-TZVPD) for 14 unconnected molecules or ions with the total composition C35H63F7O28 at a distorted geometry.

## Properties
Maximum force (eV/Å): 5.3
Multiplicity: 1
HOMO energy (eV): -10.12

Structure (XYZ):
```
133
C35H63F7O28 wB97M-V/def2-TZVPD
C -0.624 -3.859 -4.881
C -0.967 -2.875 -3.743
O -1.873 -1.903 -4.252
H -1.465 -4.549 -4.950
H 0.267 -4.479 -4.788
H -0.374 -3.283 -5.772
H -0.081 -2.391 -3.331
H -1.398 -3.427 -2.907
H -1.271 -1.230 -4.576
C -4.002 3.657 0.325
C -2.682 3.831 1.046
O -2.926 4.535 2.267
H -4.805 3.290 0.965
H -4.002 2.980 -0.529
H -4.330 4.594 -0.124
H -2.069 4.489 0.431
H -2.251 2.849 1.243
H -3.660 4.023 2.615
C -1.637 -4.910 1.358
C -1.073 -4.706 -0.060
O 0.014 -3.802 0.016
H -2.518 -5.547 1.274
H -1.886 -4.004 1.911
H -0.862 -5.486 1.864
H -1.825 -4.322 -0.748
H -0.688 -5.653 -0.437
H -0.264 -2.904 0.215
C 0.753 -0.329 -0.379
C -0.104 -0.290 0.846
O -0.910 -1.399 0.793
H 1.499 -1.122 -0.328
H 1.300 0.604 -0.513
H 0.183 -0.678 -1.240
H -0.744 0.588 0.930
H 0.466 -0.389 1.769
H -1.549 -1.239 1.492
C -4.707 -2.896 0.022
C -5.206 -4.270 0.019
O -6.487 -4.265 -0.583
H -3.705 -2.804 0.441
H -5.411 -2.246 0.541
H -4.712 -2.529 -1.004
H -5.188 -4.728 1.009
H -4.485 -4.862 -0.546
H -6.966 -5.027 -0.250
C 0.087 -3.404 4.022
C -0.122 -2.977 5.475
O -0.216 -1.554 5.380
H 1.019 -3.072 3.563
H -0.799 -3.291 3.397
H 0.088 -4.492 3.954
H 0.724 -3.197 6.125
H -0.974 -3.469 5.944
H 0.597 -1.180 5.727
C -4.087 0.121 2.685
C -3.088 -0.063 3.809
O -2.140 -0.851 3.274
H -4.370 -0.739 2.077
H -3.627 0.875 2.046
H -5.047 0.544 2.981
H -3.500 -0.582 4.674
H -2.557 0.791 4.231
H -1.458 -1.073 3.911
C -2.861 1.075 -2.286
C -3.417 -0.262 -1.855
O -4.649 -0.313 -2.603
C -5.027 0.881 -2.902
O -6.095 1.273 -3.299
O -4.017 1.834 -2.574
F -3.611 -0.203 -0.534
H -2.276 0.845 -3.176
H -2.242 1.507 -1.499
H -2.712 -1.077 -2.021
C -0.551 3.255 4.297
C 0.513 2.141 4.516
O 1.769 2.761 4.196
C 1.663 4.064 4.020
O 2.497 4.852 3.651
O 0.298 4.414 4.272
F 0.234 1.106 3.734
H -1.377 3.303 5.007
H -1.102 3.119 3.366
H 0.474 1.742 5.530
C 1.199 4.220 -3.479
C 0.519 2.907 -3.674
O -0.699 3.154 -3.061
C -0.964 4.434 -3.028
O -2.053 4.988 -2.776
O 0.119 5.083 -3.567
F 1.125 1.953 -2.912
H 2.010 4.311 -4.202
H 1.619 4.205 -2.474
H 0.316 2.441 -4.639
C 3.686 3.547 0.088
C 3.259 4.968 0.097
O 2.019 4.861 0.671
C 1.426 3.698 0.358
O 0.263 3.330 0.395
O 2.404 3.006 -0.222
F 3.141 5.393 -1.181
H 3.940 3.245 1.104
H 4.407 3.313 -0.695
H 3.870 5.670 0.665
C 3.083 -1.057 3.131
C 4.017 -0.021 3.650
O 4.441 0.624 2.513
C 4.090 -0.117 1.411
O 4.400 0.140 0.241
O 3.390 -1.126 1.777
F 5.055 -0.622 4.262
H 2.073 -0.739 3.385
H 3.344 -2.014 3.583
H 3.526 0.642 4.363
C 3.796 -2.290 -2.225
C 2.994 -2.609 -3.465
O 4.014 -2.945 -4.397
C 5.117 -2.385 -3.991
O 6.169 -2.497 -4.518
O 4.951 -1.781 -2.821
F 2.344 -1.584 -3.909
H 4.095 -3.100 -1.559
H 3.319 -1.537 -1.598
H 2.415 -3.513 -3.274
C 5.672 1.579 -2.864
C 4.137 1.548 -2.836
O 3.910 0.791 -4.003
C 4.866 0.925 -4.892
O 4.824 0.578 -6.056
O 5.989 1.371 -4.263
F 3.814 2.807 -3.076
H 6.021 0.732 -2.274
H 6.047 2.501 -2.420
H 3.666 1.233 -1.905
```


(2)
Density functional theory data (wB97M-V/def2-TZVPD) for 10 unconnected molecules or ions with the total composition C35H64O23 at a distorted geometry.

## Properties
Maximum force (eV/Å): 2.4
Multiplicity: 1
Structure (SMILES): COC(=O)OC.COC(=O)OC.COC(=O)OC.COC(=O)OC.COC(=O)OC.O=C1CCCO1.O=C1CCCO1.O=C1CCCO1.C1CCOC1.C1CCOC1
HOMO energy (eV): -9.46

Structure (XYZ):
```
122
C35H64O23 wB97M-V/def2-TZVPD
C 1.956 4.912 -3.544
O 2.498 4.678 -2.268
C 1.929 3.776 -1.506
O 0.889 3.220 -1.714
O 2.784 3.528 -0.490
C 2.429 2.410 0.298
H 0.870 4.963 -3.626
H 2.247 4.031 -4.138
H 2.378 5.764 -4.070
H 1.409 2.420 0.690
H 3.047 2.350 1.188
H 2.625 1.516 -0.296
C -5.750 -1.108 -1.667
O -5.388 -1.952 -0.595
C -4.059 -1.965 -0.401
O -3.202 -1.309 -0.939
O -3.759 -3.044 0.307
C -2.485 -3.125 0.911
H -5.412 -0.078 -1.544
H -6.813 -1.189 -1.872
H -5.233 -1.404 -2.587
H -2.113 -2.144 1.216
H -1.746 -3.566 0.240
H -2.462 -3.689 1.841
C 6.198 1.133 -0.428
O 5.190 1.335 0.534
C 5.398 0.770 1.729
O 6.458 0.403 2.134
O 4.241 0.799 2.406
C 4.187 -0.102 3.526
H 7.224 1.201 -0.059
H 6.096 1.921 -1.171
H 6.252 0.186 -0.970
H 3.149 -0.365 3.725
H 4.542 0.491 4.369
H 4.724 -1.026 3.332
C -3.918 1.964 -0.736
O -3.161 3.162 -0.816
C -2.400 3.537 0.189
O -2.211 2.893 1.181
O -1.851 4.702 -0.126
C -1.280 5.489 0.916
H -3.358 1.059 -0.972
H -4.568 1.982 -1.615
H -4.546 1.961 0.151
H -2.062 6.126 1.328
H -0.543 6.148 0.463
H -0.815 4.882 1.691
C 2.322 5.060 2.946
O 1.017 4.686 3.390
C 0.871 3.608 4.149
O 1.758 2.892 4.525
O -0.428 3.379 4.263
C -0.843 2.053 4.589
H 2.206 5.986 2.389
H 2.656 4.331 2.207
H 2.991 5.127 3.800
H -0.222 1.391 3.977
H -1.820 1.799 4.177
H -0.771 1.852 5.653
O -1.291 0.130 -6.694
C -1.299 0.472 -5.544
C -0.540 -0.159 -4.404
C -1.362 0.333 -3.191
C -1.939 1.636 -3.713
O -1.970 1.581 -5.156
H -0.459 -1.238 -4.507
H 0.482 0.224 -4.450
H -2.069 -0.468 -2.979
H -0.745 0.584 -2.332
H -2.818 2.032 -3.217
H -1.118 2.328 -3.492
O 3.890 -1.010 -1.484
C 3.434 -1.308 -2.543
C 3.370 -0.526 -3.852
C 2.833 -1.518 -4.852
C 2.291 -2.702 -4.017
O 2.685 -2.449 -2.644
H 2.609 0.252 -3.791
H 4.372 -0.139 -4.019
H 2.003 -1.066 -5.386
H 3.624 -1.919 -5.483
H 1.203 -2.677 -4.062
H 2.592 -3.681 -4.379
O -0.603 -1.405 3.137
C 0.011 -1.003 2.185
C -0.276 0.121 1.188
C 0.473 -0.503 -0.032
C 1.710 -1.121 0.606
O 1.237 -1.453 1.909
H -1.335 0.223 0.965
H 0.167 1.040 1.559
H -0.187 -1.157 -0.603
H 0.658 0.312 -0.740
H 1.955 -2.071 0.122
H 2.661 -0.591 0.594
C -5.089 -1.428 3.922
C -6.101 -0.312 3.797
C -5.208 0.963 3.853
O -3.861 0.505 3.686
C -3.902 -0.833 3.177
H -5.422 -2.352 3.445
H -4.798 -1.614 4.954
H -6.738 -0.403 4.680
H -6.756 -0.339 2.928
H -5.305 1.348 4.869
H -5.455 1.726 3.116
H -2.945 -1.306 3.393
H -4.052 -0.695 2.097
C 2.567 -6.786 -0.557
C 1.650 -7.472 0.466
C 0.331 -7.379 -0.334
O 0.421 -6.095 -1.016
C 1.747 -5.595 -0.970
H 2.716 -7.435 -1.422
H 3.550 -6.504 -0.175
H 1.441 -6.866 1.348
H 1.952 -8.486 0.712
H -0.535 -7.424 0.320
H 0.287 -8.090 -1.159
H 1.847 -4.841 -0.179
H 2.087 -5.207 -1.931
```


(3)
Density functional theory data (wB97M-V/def2-TZVPD) for 11 unconnected molecules or ions with the total composition C35H65N3O23 at a distorted geometry.

## Properties
Maximum force (eV/Å): 1.9
Multiplicity: 1
Structure (SMILES): C[C@H]1COC(=O)O1.C[C@H]1COC(=O)O1.C[C@H]1COC(=O)O1.C[C@H]1COC(=O)O1.C[C@H]1COC(=O)O1.C[C@H]1COC(=O)O1.CN(C)C=O.CN(C)C=O.CN(C)C=O.CO.CO
HOMO energy (eV): -8.70

Structure (XYZ):
```
126
C35H65N3O23 wB97M-V/def2-TZVPD
C 2.627 -5.145 -3.948
C 1.532 -4.362 -3.242
C 1.570 -4.486 -1.701
O 1.499 -3.148 -1.249
C 1.648 -2.295 -2.290
O 1.657 -1.125 -2.182
O 1.740 -2.969 -3.449
H 3.520 -5.213 -3.323
H 2.898 -4.601 -4.854
H 2.335 -6.148 -4.254
H 0.565 -4.702 -3.615
H 2.492 -4.961 -1.358
H 0.720 -5.085 -1.377
C -3.469 -4.056 4.813
C -3.765 -2.566 4.764
C -3.249 -1.744 5.942
O -2.657 -0.598 5.309
C -2.411 -0.862 4.002
O -1.748 -0.124 3.371
O -3.018 -2.003 3.640
H -3.194 -4.393 3.816
H -4.328 -4.635 5.144
H -2.621 -4.238 5.474
H -4.801 -2.339 4.511
H -2.467 -2.244 6.512
H -4.086 -1.373 6.527
C -1.059 -5.308 1.268
C -2.007 -4.267 0.714
C -1.514 -2.821 0.817
O -1.483 -2.337 -0.543
C -1.943 -3.305 -1.364
O -2.190 -3.167 -2.518
O -2.097 -4.468 -0.705
H -0.156 -5.394 0.667
H -1.560 -6.279 1.289
H -0.765 -5.104 2.300
H -2.995 -4.343 1.173
H -0.521 -2.719 1.250
H -2.246 -2.206 1.323
C 3.143 -5.646 1.937
C 3.459 -4.196 2.206
C 4.353 -3.473 1.171
O 3.649 -2.266 0.901
C 2.458 -2.247 1.542
O 1.615 -1.411 1.461
O 2.270 -3.420 2.225
H 4.040 -6.255 2.032
H 2.718 -5.779 0.940
H 2.388 -5.972 2.652
H 3.976 -4.114 3.167
H 4.549 -4.057 0.270
H 5.311 -3.222 1.623
C -0.891 7.343 -2.340
C -1.605 6.013 -2.289
C -2.093 5.608 -0.874
O -3.397 5.083 -1.120
C -3.780 5.348 -2.396
O -4.814 4.984 -2.876
O -2.837 6.063 -3.044
H -0.179 7.447 -1.524
H -1.618 8.157 -2.287
H -0.431 7.469 -3.323
H -1.054 5.159 -2.684
H -2.101 6.453 -0.191
H -1.445 4.804 -0.537
C -4.316 2.164 1.434
C -4.968 0.968 0.798
C -4.098 0.108 -0.135
O -4.265 -1.227 0.374
C -5.114 -1.212 1.420
O -5.569 -2.194 1.901
O -5.256 0.032 1.878
H -4.112 2.933 0.688
H -3.410 1.843 1.946
H -4.982 2.624 2.165
H -5.916 1.221 0.321
H -3.069 0.445 -0.228
H -4.537 0.101 -1.133
C 5.977 1.900 -1.723
N 4.724 2.136 -1.069
C 3.816 1.023 -1.003
C 4.373 3.387 -0.711
O 5.088 4.361 -0.826
H 6.690 2.662 -1.425
H 5.920 1.887 -2.819
H 6.351 0.907 -1.462
H 2.845 1.271 -0.571
H 3.535 0.601 -1.975
H 4.243 0.208 -0.415
H 3.371 3.487 -0.265
C 1.021 2.871 5.437
N 0.682 3.370 4.118
C 0.015 2.469 3.193
C 1.107 4.577 3.711
O 0.956 5.056 2.609
H 1.917 2.243 5.392
H 0.170 2.284 5.783
H 1.233 3.663 6.152
H -1.061 2.507 3.361
H 0.271 2.778 2.193
H 0.320 1.438 3.369
H 1.699 5.087 4.493
C 2.175 4.407 -3.451
N 1.836 3.010 -3.640
C 2.572 2.281 -4.662
C 0.735 2.461 -3.104
O -0.011 3.056 -2.322
H 3.195 4.435 -3.071
H 1.512 4.901 -2.746
H 1.978 4.916 -4.398
H 2.651 2.909 -5.559
H 3.606 2.171 -4.323
H 2.053 1.368 -4.925
H 0.500 1.454 -3.447
C -0.469 0.728 -0.075
O -1.208 1.954 -0.068
H -0.292 0.364 -1.091
H 0.525 0.834 0.370
H -1.117 0.081 0.511
H -0.883 2.532 -0.774
C -0.949 -0.893 -4.614
O -0.268 -0.065 -5.550
H -0.574 -1.923 -4.588
H -0.690 -0.595 -3.593
H -2.028 -0.848 -4.740
H -0.639 -0.263 -6.414
```